No. 1
Density functional theory data (wB97M-V/def2-TZVPD) for the ion C6H15N2OSi with charge +1 at a distorted geometry.

```
25
Properties=species:S:1:pos:R:3
C -3.692 0.261 -0.145
C -4.336 -1.051 0.373
C 2.685 -1.802 -0.722
C 2.227 2.254 0.569
C 1.365 -1.314 -0.027
C 1.337 1.999 -0.672
N -2.262 0.000 -0.188
N -4.274 1.286 -0.560
O -0.962 0.733 -0.226
Si 0.611 0.345 -0.410
H -3.624 -1.798 0.471
H -4.987 -1.357 -0.359
H -4.832 -0.747 1.211
H 3.452 -1.135 -0.285
H 2.907 -2.865 -0.260
H 2.763 -1.730 -1.849
H 1.762 2.586 1.490
H 2.887 1.411 0.740
H 3.056 3.037 0.527
H 1.608 -1.488 1.105
H 0.827 -2.174 -0.443
H 1.925 2.127 -1.559
H 0.689 2.834 -0.440
H -2.147 -0.713 0.533
H -5.293 1.327 -0.437
```

The molecular weight is 159.3 g mol⁻¹. As for the total charge: +1. Its max |F| is 3.55 eV Å⁻¹. For the electronic energy, the calculation gives -711.45805 hartree. The energy relative to the best compared isomer or geometry (same formula, charge and spin) is 119.31 kcal per mole. The value obtained for the HOMO energy is -12.850 eV. The HOMO-LUMO gap comes out at 8.0 eV.



No. 2
Density functional theory data (wB97M-V/def2-TZVPD) for a cluster of 2 separate species, C6H15N3 in total at a distorted geometry.

```
24
Properties=species:S:1:pos:R:3
C -1.281 -0.886 -0.244
C 1.218 1.171 -0.320
C -0.084 -0.884 -0.696
C -2.197 -2.094 -0.242
C 1.507 -2.862 -0.485
C 0.752 3.125 1.215
N 0.605 1.823 0.507
N -0.644 3.682 1.373
N 0.719 -1.892 -1.397
H -1.577 0.106 0.097
H 1.950 1.357 -1.076
H -2.869 -1.873 -0.979
H -2.653 -2.123 0.692
H -1.895 -3.134 -0.532
H 0.821 -3.382 0.183
H 1.972 -3.586 -1.122
H 2.248 -2.398 0.072
H 1.148 2.936 2.244
H 1.285 3.763 0.450
H -1.102 2.956 1.940
H -1.109 3.555 0.501
H -0.475 4.599 1.804
H 0.210 -2.563 -2.004
H 1.450 -1.396 -1.981
```

The molecular weight is 129.2 g mol⁻¹. As for the total charge: +2. Its max |F| is 4.89 eV Å⁻¹. For the electronic energy, the calculation gives -401.06762 hartree. The energy relative to the best compared isomer or geometry (same formula, charge and spin) is 130.81 kcal per mole. The value obtained for the HOMO energy (alpha / beta) is -15.864 / -15.860 eV. The HOMO-LUMO gap (alpha / beta) comes out at 8.5 / 8.5 eV.



No. 3
Density functional theory data (wB97M-V/def2-TZVPD) for an isolated molecule of C6H15N3O2 at a distorted geometry.

```
26
Properties=species:S:1:pos:R:3
C -0.190 2.222 1.871
C 0.401 0.846 1.418
N 1.123 0.886 0.165
N 0.132 0.896 -0.909
C -0.308 -0.437 -1.091
C 0.533 -1.287 -2.161
N 0.889 -0.688 -3.399
C -0.335 -1.177 0.253
O -1.147 -2.342 0.179
C -0.726 -0.226 1.387
O -0.854 -0.995 2.575
H -0.594 2.093 2.942
H 0.504 3.025 1.939
H -0.979 2.499 1.198
H 1.089 0.523 2.186
H 1.836 1.654 0.112
H 0.613 1.237 -1.717
H -1.323 -0.455 -1.421
H 1.473 -1.595 -1.708
H -0.023 -2.177 -2.375
H 1.344 0.211 -3.329
H 0.062 -0.523 -3.997
H 0.689 -1.516 0.366
H -1.389 -2.525 1.063
H -1.607 0.373 1.087
H -1.212 -0.523 3.368
```

The molecular weight is 161.2 g mol⁻¹. As for the SMILES: C[C@@H]1NN[C@@H](CN)[C@H](O)[C@H]1O. Its max |F| is 2.57 eV Å⁻¹. For the electronic energy, the calculation gives -552.29308 hartree. The energy relative to the best compared isomer or geometry (same formula, charge and spin) is 43.01 kcal per mole. The value obtained for the HOMO energy is -7.841 eV. The HOMO-LUMO gap comes out at 8.6 eV.



No. 4
Density functional theory data (wB97M-V/def2-TZVPD) for a cluster of 2 separate species, C6H15N3O2 in total at a distorted geometry.

```
26
Properties=species:S:1:pos:R:3
C 2.235 1.351 -0.842
C 1.502 0.366 0.047
C 2.279 -0.938 -0.105
C -0.049 0.356 -0.139
N -0.712 1.444 0.478
N -2.179 1.456 0.615
C -0.514 -0.273 -1.209
O 0.118 -1.178 -2.004
O -1.887 -0.154 -1.520
H 1.679 2.185 -0.939
H 3.255 1.615 -0.443
H 2.439 0.924 -1.740
H 1.605 0.675 1.053
H 2.460 -1.205 -1.083
H 1.675 -1.762 0.437
H 3.212 -0.814 0.415
H -0.260 1.759 1.291
H -2.501 1.080 1.507
H -2.418 2.435 0.636
H -0.659 -1.763 -2.263
H -2.157 0.583 -0.930
C -1.489 -1.817 1.541
N -2.526 -1.181 1.560
H -1.208 -2.449 0.614
H -0.881 -1.592 2.469
H -3.021 -1.102 0.555
```

The molecular weight is 161.2 g mol⁻¹. As for the SMILES: CC(C)C(NN)=C(O)O.C=N. Its max |F| is 6.13 eV Å⁻¹. For the electronic energy, the calculation gives -552.22538 hartree. The energy relative to the best compared isomer or geometry (same formula, charge and spin) is 85.50 kcal per mole. The value obtained for the HOMO energy is -7.327 eV. The HOMO-LUMO gap comes out at 8.2 eV.



No. 5
Density functional theory data (wB97M-V/def2-TZVPD) for a cluster of 4 separate species, C6H15N3O9 in total at a distorted geometry.

```
33
Properties=species:S:1:pos:R:3
C 1.628 16.070 -4.635
N 2.382 16.923 -5.544
O 2.733 17.978 -5.117
O 2.873 16.377 -6.511
H 1.727 15.001 -4.822
H 0.549 16.208 -4.715
H 1.924 16.279 -3.607
C -2.089 15.536 -2.235
N -0.824 16.337 -1.879
O -0.058 15.812 -1.110
O -0.662 17.443 -2.387
H -2.512 15.154 -1.305
H -1.835 14.694 -2.879
H -2.655 16.332 -2.719
C 3.132 17.551 -0.415
N 4.150 17.067 0.532
O 4.290 15.871 0.783
O 4.805 17.954 1.036
H 2.362 16.784 -0.499
H 3.543 17.653 -1.420
H 2.697 18.446 0.030
C -2.099 14.175 1.871
O -3.327 13.515 1.915
C -3.965 13.372 3.045
O -3.671 13.774 4.184
O -5.140 12.737 2.759
C -6.009 12.374 3.906
H -1.635 14.186 2.857
H -2.385 15.142 1.458
H -1.587 13.512 1.174
H -7.080 12.532 3.778
H -5.684 12.673 4.903
H -5.882 11.297 4.016
```

The molecular weight is 273.2 g mol⁻¹. As for the SMILES: C[N+](=O)[O-].C[N+](=O)[O-].C[N+](=O)[O-].COC(=O)OC. Its max |F| is 3.69 eV Å⁻¹. For the electronic energy, the calculation gives -1078.71145 hartree. The energy relative to the best compared isomer or geometry (same formula, charge and spin) is 32.19 kcal per mole. The value obtained for the HOMO energy is -10.997 eV. The HOMO-LUMO gap comes out at 10.5 eV.



No. 6
Density functional theory data (wB97M-V/def2-TZVPD) for a cluster of 2 separate species, C6H15NO in total at a distorted geometry.

```
23
Properties=species:S:1:pos:R:3
C -0.537 0.803 -2.294
C 0.059 1.340 -0.981
N 0.176 -1.523 -0.552
C -0.372 -0.623 0.372
C -0.492 0.819 0.391
C -0.700 1.679 1.667
C -1.119 -1.492 1.474
H -1.605 1.001 -2.447
H -0.502 -0.198 -2.015
H 0.136 1.190 -3.056
H 1.153 1.077 -1.028
H 0.062 2.435 -1.036
H 0.513 -0.087 0.946
H -0.607 -2.008 -1.093
H -0.465 2.766 1.513
H -1.692 1.676 2.130
H 0.027 1.283 2.450
H -0.841 -1.348 2.530
H -2.190 -1.564 1.340
H -0.781 -2.554 1.543
H 3.043 -1.523 -0.147
H 1.557 -1.089 -0.317
O 2.490 -0.695 -0.154
```

The molecular weight is 117.2 g mol⁻¹. As for the spin multiplicity: 2. As for the total charge: -1. Its max |F| is 5.33 eV Å⁻¹. For the electronic energy, the calculation gives -367.41993 hartree. As for the expectation value of S²: 0.7540. The energy relative to the best compared isomer or geometry (same formula, charge and spin) is 90.05 kcal per mole. The value obtained for the HOMO energy (alpha / beta) is -0.879 / -2.376 eV. The HOMO-LUMO gap (alpha / beta) comes out at 5.0 / 6.4 eV.



No. 7
Density functional theory data (wB97M-V/def2-TZVPD) for a cluster of 2 separate species, C6H15NO in total at a distorted geometry.

```
23
Properties=species:S:1:pos:R:3
C -1.075 2.189 -1.906
C -0.315 0.905 -1.272
N -0.109 1.150 0.251
C -1.403 0.727 0.881
C -0.971 -0.502 1.775
C 0.255 -1.029 1.074
C 1.006 0.247 0.778
H -0.287 2.905 -2.004
H -1.950 2.415 -1.205
H -1.540 1.993 -2.867
H -0.830 -0.122 -1.560
H 0.695 0.875 -1.731
H -2.186 0.321 0.171
H -1.832 1.450 1.522
H -0.829 -0.212 2.900
H -1.861 -1.106 1.916
H -0.245 -1.591 0.316
H 0.800 -1.840 1.668
H 1.512 0.678 1.732
H 1.835 0.285 0.130
O 3.488 -3.235 -0.876
H 2.789 -2.995 -1.524
H 3.053 -3.508 -0.170
```

The molecular weight is 117.2 g mol⁻¹. As for the SMILES: CCN1CCCC1.O. Its max |F| is 6.62 eV Å⁻¹. For the electronic energy, the calculation gives -367.51960 hartree. The energy relative to the best compared isomer or geometry (same formula, charge and spin) is 70.09 kcal per mole. The value obtained for the HOMO energy is -8.765 eV. The HOMO-LUMO gap comes out at 9.5 eV.



No. 8
Density functional theory data (wB97M-V/def2-TZVPD) for a cluster of 2 separate species, C6H15NO in total at a distorted geometry.

```
23
Properties=species:S:1:pos:R:3
C -1.914 -0.893 1.858
C -1.504 -0.606 0.417
N -0.576 -1.605 -0.034
O -2.621 -0.445 -0.439
H -2.606 -0.133 2.208
H -2.399 -1.865 1.926
H -1.034 -0.904 2.491
H -0.976 0.366 0.367
H -1.055 -2.464 -0.279
H -0.063 -1.259 -0.842
H -3.264 -1.142 -0.261
C 0.906 0.669 -2.035
C 1.389 0.815 -0.812
C 0.782 1.852 0.194
C 2.634 0.138 -0.334
H 0.001 1.156 -2.357
H 1.378 0.018 -2.757
H 0.649 1.456 1.198
H -0.117 2.299 -0.224
H 1.524 2.643 0.302
H 3.445 0.865 -0.208
H 2.961 -0.641 -1.015
H 2.462 -0.322 0.635
```

The molecular weight is 117.2 g mol⁻¹. As for the SMILES: C[C@@H](N)O.C=C(C)C. Its max |F| is 1.77 eV Å⁻¹. For the electronic energy, the calculation gives -367.57674 hartree. The energy relative to the best compared isomer or geometry (same formula, charge and spin) is 34.24 kcal per mole. The value obtained for the HOMO energy is -9.317 eV. The HOMO-LUMO gap comes out at 10.3 eV.



No. 9
Density functional theory data (wB97M-V/def2-TZVPD) for a cluster of 2 separate species, C6H15NO in total at a distorted geometry.

```
23
Properties=species:S:1:pos:R:3
C 0.380 -1.150 2.514
C 0.736 -1.170 1.024
C -0.572 -1.506 0.195
C -1.185 -0.212 -0.284
C -0.847 0.401 -1.441
C -1.087 1.845 -1.773
N -0.149 -0.276 -2.500
H 1.292 -0.855 3.043
H -0.247 -0.280 2.740
H -0.172 -2.043 2.777
H 1.027 -0.207 0.612
H 1.537 -1.846 0.730
H -1.265 -2.043 0.846
H -0.377 -2.169 -0.644
H -1.652 0.505 0.385
H -1.049 2.450 -0.867
H -2.053 2.036 -2.240
H -0.264 2.077 -2.446
H -0.807 -0.407 -3.263
H 0.106 -1.221 -2.288
O 1.905 2.159 1.154
H 2.532 1.532 1.462
H 2.212 2.379 0.265
```

The molecular weight is 117.2 g mol⁻¹. As for the SMILES: CCC/C=C(/C)N.O. Its max |F| is 2.03 eV Å⁻¹. For the electronic energy, the calculation gives -367.56257 hartree. The energy relative to the best compared isomer or geometry (same formula, charge and spin) is 43.13 kcal per mole. The value obtained for the HOMO energy is -8.174 eV. The HOMO-LUMO gap comes out at 9.0 eV.



No. 10
Density functional theory data (wB97M-V/def2-TZVPD) for an isolated molecule of C6H15NO at a distorted geometry.

```
23
Properties=species:S:1:pos:R:3
C 2.802 -0.022 0.742
C 1.912 0.814 -0.151
C 0.119 0.686 0.292
N -0.602 1.718 -0.335
C -0.030 -0.666 -0.257
O -0.053 -0.697 -1.668
C -1.691 -1.277 0.203
C -2.876 -0.333 0.140
H 2.725 -1.090 0.506
H 2.556 0.121 1.799
H 3.859 0.246 0.622
H 2.099 1.879 0.011
H 2.153 0.657 -1.205
H 0.069 0.733 1.379
H -0.301 2.656 -0.110
H -0.744 1.560 -1.329
H 0.582 -1.436 0.205
H 0.500 -1.437 -1.962
H -1.604 -1.689 1.213
H -1.859 -2.132 -0.463
H -2.797 0.475 0.874
H -3.002 0.088 -0.863
H -3.818 -0.854 0.356
```

The molecular weight is 117.2 g mol⁻¹. As for the SMILES: CC[C@@H](N)[C@H](O)CC. Its max |F| is 6.51 eV Å⁻¹. For the electronic energy, the calculation gives -367.52811 hartree. The energy relative to the best compared isomer or geometry (same formula, charge and spin) is 64.75 kcal per mole. The value obtained for the HOMO energy is -7.912 eV. The HOMO-LUMO gap comes out at 8.7 eV.



Question: Which of these has the highest molecular weight?
Answer: C6H15N3O9